# 1
Entry from the Open Molecules 2025 dataset: a structure of composition C11H17Cl2NO2SZr in a non-equilibrium geometry (ωB97M-V/def2-TZVPD).

- strongest force on any atom (Eh/bohr) = 0.0776
- net charge = -2
- HOMO-LUMO gap (eV) = 4.2244
- energy above the lowest of the compared OMol25 structures with the same formula, charge and spin (eV) = 1.5674
- calculated total energy (a.u.) = -2000.373039
- HOMO (eV) = 0.442

CARTESIAN COORDINATES (ANGSTROEM)
1 C -0.7051 0.7338 -2.1896
2 C -1.5369 -0.3820 -1.9423
3 C -0.7166 -1.5155 -1.7421
4 C -3.0177 -0.3757 -1.9420
5 C 0.6535 -1.1103 -1.8869
6 C 0.6626 0.2919 -2.1665
7 C 1.8536 1.1142 -2.4969
8 C -1.1898 2.0860 -2.5520
9 C -1.2128 -2.9001 -1.5624
10 C 1.8322 -2.0134 -1.8870
11 Zr 0.0000 0.0000 0.0000
12 Cl -2.0914 0.2165 1.0897
13 Cl 0.1621 2.3678 0.2811
14 O 1.7906 0.1122 0.6975
15 H -3.4141 0.5848 -1.6299
16 H -3.4213 -1.1318 -1.2767
17 H -3.3851 -0.5816 -2.9495
18 H -2.0225 -2.9449 -0.8399
19 H -0.4316 -3.5684 -1.2215
20 H -1.5910 -3.2724 -2.5166
21 H 1.7223 -2.8109 -1.1584
22 H 2.7444 -1.4731 -1.6541
23 H 1.9549 -2.4670 -2.8718
24 H 2.7423 0.7433 -1.9966
25 H 1.7178 2.1461 -2.1903
26 H 2.0352 1.0948 -3.5730
27 H -2.0058 2.4039 -1.9097
28 H -1.5550 2.0718 -3.5810
29 H -0.4062 2.8297 -2.4786
30 H 2.0670 -0.7352 1.0800
31 O 2.8997 4.2507 -0.0049
32 H 3.8646 4.2347 0.1038
33 S -0.2022 -2.1190 1.5156
34 C 0.1397 -1.2285 3.0018
35 N 0.3639 -0.6436 3.9747

Atomic partial charges in e from the Löwdin method, atoms 1 to 6: number 1, C, carries -0.352; number 2, C, carries -0.345; number 3, C, carries -0.349; number 4, C, carries -0.085; number 5, C, carries -0.366; number 6, C, carries -0.361

# 2
Entry from the Open Molecules 2025 dataset: an isolated molecule of C7H13ClINO2 in a non-equilibrium geometry (ωB97M-V/def2-TZVPD).

- strongest force on any atom (Eh/bohr) = 0.0446
- HOMO-LUMO gap (eV) = 10.0698
- calculated total energy (a.u.) = -1237.647233
- SMILES string = CC[C@@H](Cl)NC(=O)OCCCI
- HOMO (eV) = -9.629

CARTESIAN COORDINATES (ANGSTROEM)
1 C 1.2935 -1.9407 0.5530
2 C 1.6172 -1.0741 -0.6648
3 C 2.4256 0.1836 -0.3594
4 Cl 2.4117 1.1943 -1.8455
5 N 2.0020 1.0119 0.7539
6 C 0.8094 1.7676 0.5495
7 O 0.7960 2.9802 0.4065
8 O -0.2935 0.9848 0.5460
9 C -1.4876 1.6129 0.0686
10 C -2.3167 0.5548 -0.6450
11 C -2.4445 -0.7043 0.2155
12 I -4.3305 -1.6872 -0.0521
13 H 0.3675 -2.4738 0.3642
14 H 2.0421 -2.7044 0.7260
15 H 1.1375 -1.3769 1.4642
16 H 0.7135 -0.8204 -1.2030
17 H 2.2261 -1.6687 -1.3389
18 H 3.4657 -0.0655 -0.2013
19 H 1.9622 0.4693 1.6031
20 H -1.2418 2.4071 -0.6220
21 H -2.0540 2.0081 0.9051
22 H -3.2852 0.9573 -0.9053
23 H -1.7804 0.2778 -1.5474
24 H -2.3691 -0.4891 1.2714
25 H -1.6666 -1.4045 -0.0423

Atomic partial charges in e from the Löwdin method, atoms 1 to 6: number 1, C, carries -0.085; number 2, C, carries -0.274; number 3, C, carries -0.676; number 4, Cl, carries 0.669; number 5, N, carries 0.030; number 6, C, carries -0.545

# 3
Entry from the Open Molecules 2025 dataset: a structure of composition C19H49AsF6O21S6 in a non-equilibrium geometry (ωB97M-V/def2-TZVPD).

- strongest force on any atom (Eh/bohr) = 0.0672
- net charge = -2
- HOMO-LUMO gap (eV) = 3.5746
- calculated total energy (a.u.) = -7557.572827
- HOMO (eV) = -0.813

CARTESIAN COORDINATES (ANGSTROEM)
1 O 9.2949 20.7907 -2.1672
2 C 9.0467 21.3024 -3.4179
3 O 7.9060 21.1866 -3.9266
4 O 10.0534 21.8262 -4.0015
5 H 8.4334 20.4211 -1.9035
6 As 6.9086 20.4594 0.6461
7 F 7.3686 19.3042 -0.5588
8 F 6.9050 21.6833 -0.5936
9 F 6.4698 21.7308 1.7618
10 F 6.8411 19.3111 1.9969
11 F 8.5862 20.8063 0.9789
12 F 5.1959 20.1356 0.3288
13 O 9.3985 26.0261 3.3450
14 S 10.0106 25.0558 2.4563
15 O 10.5215 25.4108 1.1699
16 O 11.1916 24.3248 3.3250
17 C 12.4957 24.2157 2.7783
18 C 12.9617 22.7773 2.6462
19 C 8.8838 23.6123 2.2967
20 H 13.1831 24.6359 3.5250
21 H 12.5880 24.7463 1.8320
22 H 14.0194 22.7662 2.3940
23 H 12.3811 22.2868 1.8538
24 H 12.7020 22.1255 3.4826
25 H 8.3924 23.5278 3.2590
26 H 9.4411 22.7502 1.9434
27 H 8.1901 23.8759 1.4991
28 O 4.2863 21.0965 -4.0986
29 S 3.0090 21.0499 -3.4428
30 O 2.2429 22.2603 -3.3218
31 O 2.1053 19.9270 -4.1644
32 C 0.6896 19.9193 -3.9382
33 C 0.0370 20.4491 -5.2010
34 C 3.1766 20.2485 -1.8113
35 H 0.4066 20.4885 -3.0518
36 H 0.4249 18.8717 -3.7914
37 H 0.4069 21.4441 -5.4434
38 H -1.0531 20.4718 -5.1801
39 H 0.3782 19.7738 -5.9884
40 H 2.3352 19.5730 -1.6916
41 H 3.1411 21.0301 -1.0595
42 H 4.1323 19.7502 -1.9458
43 O 8.9831 15.4886 4.0713
44 S 8.8238 16.1687 5.3224
45 O 9.7504 17.2024 5.6914
46 O 7.3415 16.7787 5.4604
47 C 7.1307 18.0750 4.8418
48 C 5.7402 18.5819 5.1372
49 C 8.5969 14.9556 6.6432
50 H 7.3050 17.9359 3.7728
51 H 7.8914 18.8057 5.1196
52 H 5.0639 17.7582 5.3874
53 H 5.2366 18.9625 4.2508
54 H 5.7438 19.3080 5.9469
55 H 8.8207 15.4197 7.5998
56 H 9.2559 14.0863 6.5841
57 H 7.6146 14.4999 6.5411
58 O 11.0085 19.3787 -0.2151
59 S 11.1621 18.1957 0.5660
60 O 11.2203 16.9281 -0.1157
61 O 12.4890 18.4282 1.5047
62 C 12.8776 17.4496 2.4619
63 C 12.9899 18.2067 3.7938
64 C 9.8756 18.1877 1.8419
65 H 13.9095 17.1460 2.2547
66 H 12.2382 16.5658 2.4509
67 H 12.0867 18.7054 4.1335
68 H 13.8795 18.8266 3.7059
69 H 13.2235 17.4847 4.5902
70 H 9.9972 17.2345 2.3558
71 H 8.9163 18.2468 1.3275
72 H 9.9364 19.0440 2.5060
73 O 2.2635 21.6351 1.9251
74 S 2.5189 21.9839 3.3138
75 O 2.2594 23.3138 3.8071
76 O 1.7215 20.8640 4.2323
77 C 1.0760 19.8207 3.4855
78 C 0.6127 18.8312 4.5719
79 C 4.2357 21.5003 3.7079
80 H 1.7962 19.2455 2.9095
81 H 0.1788 20.1701 2.9837
82 H 1.3981 18.7644 5.3302
83 H 0.3383 17.8613 4.1630
84 H -0.2018 19.2031 5.2016
85 H 4.4019 20.7370 2.9536
86 H 4.1975 21.0924 4.7146
87 H 4.8281 22.4069 3.6874
88 O 10.5404 24.6159 -5.0021
89 S 10.1325 25.7088 -4.1582
90 O 9.2508 26.7497 -4.6312
91 O 9.6030 25.1078 -2.7402
92 C 8.4273 25.6013 -2.1316
93 C 7.2160 24.7148 -2.4779
94 C 11.6390 26.5284 -3.5698
95 H 8.2438 26.6338 -2.4603
96 H 8.6695 25.7027 -1.0695
97 H 7.4159 23.7087 -2.1107
98 H 7.0963 24.6853 -3.5577
99 H 6.3354 25.0981 -1.9598
100 H 11.4216 26.9668 -2.6019
101 H 11.8383 27.2645 -4.3460
102 H 12.4084 25.7624 -3.5763

Atomic partial charges in e from the Löwdin method, atoms 1 to 6: number 1, O, carries 0.003; number 2, C, carries -0.839; number 3, O, carries -0.083; number 4, O, carries -0.114; number 5, H, carries 0.037; number 6, As, carries 0.785

# 4
Entry from the Open Molecules 2025 dataset: a cluster of 3 separate species, C6H19O6PS4 in total in a non-equilibrium geometry (ωB97M-V/def2-TZVPD).

- strongest force on any atom (Eh/bohr) = 0.1259
- HOMO-LUMO gap (eV) = 8.8874
- calculated total energy (a.u.) = -2625.264847
- HOMO (eV) = -8.869

CARTESIAN COORDINATES (ANGSTROEM)
1 C -1.2736 1.4270 -0.4959
2 C 0.0793 1.3580 -1.4768
3 O -0.4307 1.4422 -2.8568
4 O 0.4844 1.8320 -3.6990
5 S -0.3978 2.8571 -4.7921
6 O 0.1173 4.3192 -4.4955
7 O 0.0477 2.5413 -6.4141
8 P -0.6497 1.0539 -7.0038
9 S -1.4338 -0.0831 -5.6296
10 H -1.0443 1.9970 0.5261
11 H -2.1064 1.9831 -1.1183
12 H -1.7015 0.3403 -0.2856
13 H 0.7687 2.3027 -1.2891
14 H 0.6754 0.3403 -1.3390
15 H -1.6984 1.2607 -8.0115
16 H 0.4552 0.3136 -7.6287
17 C 0.5599 0.2011 4.0436
18 S -0.1790 1.8411 3.8528
19 O -1.1147 1.7805 2.6816
20 C 1.3335 2.6638 3.2979
21 H -0.2211 -0.4978 4.3526
22 H 0.9865 -0.1302 3.0936
23 H 1.3362 0.2375 4.8115
24 H 1.7124 2.1806 2.3940
25 H 2.0846 2.6203 4.0899
26 H 1.1000 3.7084 3.0789
27 C 0.9099 -4.8595 2.6274
28 S 0.7576 -3.5532 1.3855
29 O 1.2770 -2.2860 1.9980
30 C -1.0493 -3.4727 1.4201
31 H 1.9714 -5.0531 2.7993
32 H 0.4440 -4.5422 3.5637
33 H 0.4317 -5.7703 2.2598
34 H -1.3943 -3.2410 2.4307
35 H -1.4639 -4.4285 1.0917
36 H -1.3747 -2.6843 0.7372

Atomic partial charges in e from the Löwdin method, atoms 1 to 6: number 1, C, carries -0.075; number 2, C, carries -0.171; number 3, O, carries -0.340; number 4, O, carries -0.372; number 5, S, carries 1.004; number 6, O, carries -0.444

# 5
Entry from the Open Molecules 2025 dataset: a cluster of 2 separate species, C3H11NOSi3 in total in a non-equilibrium geometry (ωB97M-V/def2-TZVPD).

- strongest force on any atom (Eh/bohr) = 0.0227
- HOMO-LUMO gap (eV) = 10.8678
- energy above the lowest of the compared OMol25 structures with the same formula, charge and spin (eV) = 0.0000
- calculated total energy (a.u.) = -1119.334639
- SMILES string = [SiH3]/C=C/[SiH3].O=C=N[SiH3]
- HOMO (eV) = -10.096

CARTESIAN COORDINATES (ANGSTROEM)
1 Si -1.0284 -0.8647 -1.8131
2 C -0.5095 0.4690 -0.5951
3 C -0.0353 1.6700 -0.9207
4 Si 0.5439 2.9443 0.3399
5 H -0.1960 -2.0584 -1.6242
6 H -0.8771 -0.3912 -3.1884
7 H -2.4286 -1.2195 -1.5586
8 H -0.6418 0.2379 0.4549
9 H 0.0775 1.9081 -1.9725
10 H -0.5332 3.9107 0.5852
11 H 1.7247 3.6401 -0.1696
12 H 0.8464 2.2499 1.5934
13 O 2.5873 0.3938 -0.2881
14 C 2.0476 -0.3551 0.4087
15 N 1.5866 -1.0899 1.2170
16 Si 0.7336 -2.4630 1.8056
17 H 0.7060 -2.2333 3.2447
18 H 1.5093 -3.6446 1.4375
19 H -0.5993 -2.4820 1.2092

Atomic partial charges in e from the Löwdin method, atoms 1 to 6: number 1, Si, carries 0.620; number 2, C, carries -0.424; number 3, C, carries -0.378; number 4, Si, carries 0.637; number 5, H, carries -0.088; number 6, H, carries -0.077